(1)
Molecular formula: C23H27N3O5S
Method: DFT, wB97M-V/def2-TZVPD

Properties
Frontier orbital gap in eV: 8.03
Net charge: 0
Structure (SMILES): C=CC[C@H]1OS(=O)(=O)O[C@@H]1C[C@H]1CO1.c1ccncc1.c1ccncc1.c1ccncc1
Max |F| in eV Å⁻¹: 6.85
DFT total energy in eV: -49817.9973

Geometry as XYZ:
```
59
Properties=species:S:1:pos:R:3:nbo_charge:R:1
C -1.06568 -4.61966 1.17147 -0.443
C 0.36896 -5.05095 1.06052 -0.202
C 1.05158 -6.17787 2.09074 -0.482
C 0.18448 -6.39444 3.46561 0.044
O 0.32520 -7.70156 4.18737 -0.633
S -0.64641 -7.34201 5.58429 2.277
O -2.01269 -7.95078 5.18837 -0.825
O 0.11249 -7.86256 6.82861 -0.813
O -0.69672 -5.60359 5.59661 -0.615
C 0.41870 -5.31254 4.68239 0.042
C 0.82830 -3.76327 4.33754 -0.459
C 2.08043 -3.43678 5.56478 0.059
C 2.44174 -1.75108 5.77105 -0.234
O 1.59397 -2.67145 6.83808 -0.512
H -1.42912 -3.53818 1.43167 0.250
H -1.87882 -5.46535 1.04659 0.204
H 0.99085 -4.55053 0.18952 0.227
H 1.16052 -7.16278 1.44047 0.254
H 2.14049 -5.76167 2.34448 0.236
H -1.00321 -6.35638 3.35286 0.223
H 1.37841 -5.73270 5.23111 0.199
H 1.36113 -3.60517 3.30710 0.255
H -0.00314 -2.96699 4.54671 0.259
H 3.03176 -4.24998 5.65253 0.214
H 1.79695 -1.46472 4.83751 0.233
H 3.59580 -1.94092 5.81069 0.241
N -1.57698 -1.01195 0.70524 -0.438
C -0.97956 0.18999 0.55099 0.029
C -1.60555 1.29661 -0.00008 -0.269
C -2.92381 1.16426 -0.42335 -0.164
C -3.56553 -0.06156 -0.27952 -0.263
C -2.85751 -1.10943 0.28669 0.025
H 0.04988 0.24199 0.89335 0.190
H -1.07793 2.23864 -0.09732 0.255
H -3.44697 2.00926 -0.86144 0.220
H -4.59226 -0.19728 -0.59996 0.220
H -3.31571 -2.08493 0.42369 0.191
N -1.32180 3.96372 -1.47894 -0.440
C -0.74049 3.50124 -2.60745 0.034
C -0.84578 4.12551 -3.84007 -0.259
C -1.59583 5.29378 -3.92422 -0.167
C -2.20821 5.79393 -2.77969 -0.264
C -2.04208 5.10082 -1.59145 0.035
H -0.16881 2.58511 -2.49109 0.200
H -0.35529 3.71065 -4.71332 0.230
H -1.70216 5.81043 -4.87365 0.219
H -2.79984 6.70177 -2.81221 0.223
H -2.49720 5.45290 -0.66992 0.197
N 2.91797 5.68963 -5.26838 -0.415
C 1.81791 6.44766 -5.06680 0.027
C 1.30651 7.32874 -6.00611 -0.269
C 1.96381 7.44443 -7.22639 -0.165
C 3.10057 6.67835 -7.46302 -0.264
C 3.53367 5.82228 -6.46327 0.032
H 1.34245 6.32417 -4.09812 0.199
H 0.41761 7.91094 -5.79128 0.219
H 1.59329 8.12566 -7.98685 0.217
H 3.63574 6.74588 -8.40339 0.222
H 4.41392 5.20067 -6.60133 0.196
```

=====

(2)
Molecular formula: C23H27N4O2S2Ti
Method: DFT, wB97M-V/def2-TZVPD

Properties
Frontier orbital gap (alpha / beta) in eV: 5.62 / 5.71
Net charge: +1
Max |F| in eV Å⁻¹: 4.41
DFT total energy in eV: -79118.0784

Geometry as XYZ:
```
59
Properties=species:S:1:pos:R:3:nbo_charge:R:1
Ti 10.16844 11.37680 10.63373 1.528
C 6.79052 14.45959 9.78566 -0.404
N 7.34617 13.10890 9.89411 -0.490
C 6.92527 12.35268 11.00536 -0.220
C 7.63709 12.83063 12.16824 -0.223
N 9.12065 12.65495 11.85179 -0.663
C 9.40873 9.76764 12.31762 -1.049
C 9.88300 13.38842 12.76366 0.109
C 9.43310 14.34368 13.69379 -0.222
C 10.06972 15.53250 14.12315 -0.186
C 11.45318 15.52583 13.91655 -0.230
C 12.04475 14.34158 13.42647 -0.206
C 11.25349 13.39763 12.69433 -0.140
S 12.07967 12.06464 11.71022 0.045
C 7.43346 12.40796 8.60888 0.156
C 6.24441 11.68171 8.33920 -0.232
C 6.34944 10.63144 7.46015 -0.195
C 7.58812 10.46904 6.77846 -0.200
C 8.73930 11.19357 7.07439 -0.270
C 8.79162 12.03171 8.15843 -0.159
S 10.24888 12.83421 8.79811 -0.159
H 7.08361 14.91114 8.74946 0.229
H 7.09638 15.07717 10.59123 0.203
H 5.65830 14.32536 9.80124 0.168
H 7.16915 11.30533 10.87463 0.208
H 5.85607 12.45094 11.05765 0.195
H 7.50212 12.28845 13.13357 0.211
H 7.55320 13.85310 12.41362 0.211
H 10.06807 8.84406 12.47887 0.234
H 8.67923 9.48859 11.52758 0.163
H 8.84426 10.31323 13.14467 0.232
H 8.43426 14.25967 13.94633 0.208
H 9.34738 16.42964 14.22574 0.256
H 12.19988 16.37298 13.94533 0.243
H 13.17628 14.31650 13.58798 0.240
H 5.31438 12.06527 8.74636 0.232
H 5.54951 9.93546 7.22844 0.239
H 7.64658 9.66429 5.90265 0.235
H 9.51204 11.05432 6.31123 0.233
O 5.55931 7.10528 8.55656 -0.728
C 6.68564 6.41018 7.92019 0.100
N 7.87377 7.10141 8.38759 -0.609
C 9.04686 6.90716 7.72338 0.624
O 9.04980 6.16773 6.74431 -0.594
C 10.19410 7.65938 8.19329 -0.160
C 11.34642 7.82422 7.36840 -0.030
C 12.16585 8.98370 7.46317 -0.267
C 11.84031 9.98241 8.34647 0.077
N 10.86711 9.74495 9.32823 -0.596
C 10.09566 8.57652 9.25808 0.116
H 4.89925 6.44492 8.81303 0.489
H 6.71162 6.44748 6.82022 0.195
H 6.82243 5.43263 8.24674 0.177
H 7.74646 7.78786 9.11783 0.406
H 11.65760 7.00323 6.75248 0.254
H 12.91214 9.13082 6.61721 0.260
H 12.23772 10.98829 8.29617 0.247
H 9.30260 8.39879 9.97511 0.219
H 13.50948 12.08775 11.65311 0.290
```

=====

(3)
Molecular formula: C23H27N4OPdS2
Method: DFT, wB97M-V/def2-TZVPD

Properties
Frontier orbital gap in eV: 6.84
Net charge: +1
Max |F| in eV Å⁻¹: 0.88
DFT total energy in eV: -57443.2584

Geometry as XYZ:
```
58
Properties=species:S:1:pos:R:3:nbo_charge:R:1
Pd -2.07554 -0.51021 -2.12286 0.581
S -1.96568 -0.17001 0.09750 0.044
C -0.33557 -0.29217 0.49517 0.101
N 0.07756 -0.48509 1.73903 -0.348
C 1.49440 -0.67321 2.04285 -0.233
C 2.27754 0.31574 1.22982 -0.233
N 1.97211 0.09088 -0.17893 -0.352
C 3.12104 0.15434 -1.09426 -0.263
C 4.04451 -1.01439 -0.86494 0.025
C 5.34139 -0.81727 -0.41219 -0.242
C 6.17909 -1.90246 -0.18967 -0.197
C 5.71868 -3.18927 -0.41390 -0.201
C 4.42082 -3.39294 -0.86750 -0.185
C 3.58759 -2.31090 -1.09437 -0.247
C 0.74137 -0.18032 -0.59233 0.085
S 0.33673 -0.38502 -2.20175 -0.043
C -0.83168 -0.54764 2.89219 -0.263
C -0.59792 0.62365 3.81239 0.025
C -0.13590 0.43154 5.10676 -0.241
C 0.08835 1.52047 5.93956 -0.195
C -0.14330 2.80480 5.47637 -0.201
C -0.60581 3.00307 4.18100 -0.185
C -0.83476 1.91742 3.35282 -0.247
H 1.78560 -1.69805 1.79219 0.225
H 1.63637 -0.51228 3.10952 0.245
H 3.34835 0.17948 1.36933 0.245
H 2.00963 1.34079 1.50479 0.222
H 3.63734 1.09866 -0.90719 0.219
H 2.73882 0.17127 -2.11173 0.256
H 5.70552 0.18912 -0.23981 0.215
H 7.19010 -1.73993 0.15827 0.225
H 6.37034 -4.03530 -0.24236 0.225
H 4.06356 -4.39672 -1.05446 0.222
H 2.58029 -2.46852 -1.46342 0.221
H -0.64621 -1.49340 3.40646 0.222
H -1.85219 -0.56138 2.51842 0.253
H 0.04284 -0.57340 5.47149 0.217
H 0.44379 1.36231 6.94861 0.226
H 0.03037 3.65349 6.12410 0.226
H -0.79648 4.00550 3.82192 0.222
H -1.20791 2.07042 2.34603 0.218
N -4.10402 -1.47385 -5.58523 -0.775
C -3.66806 -1.24198 -4.34531 0.709
O -2.45516 -1.09543 -4.12306 -0.648
C -4.64387 -1.12848 -3.20759 -0.539
C -3.88928 -1.39393 -1.91326 -0.547
H -3.43897 -1.52499 -6.33945 0.417
H -5.07590 -1.63918 -5.77412 0.410
H -5.49751 -1.79790 -3.35916 0.223
H -5.02892 -0.10462 -3.23145 0.251
H -3.60342 -2.44708 -1.83359 0.200
H -4.47310 -1.11389 -1.03754 0.204
C -4.00621 4.36011 -3.06238 -0.725
C -3.53804 2.99012 -2.94864 0.340
N -3.16155 1.91042 -2.85265 -0.397
H -3.36768 4.90805 -3.75260 0.264
H -3.97438 4.83829 -2.08523 0.261
H -5.02904 4.37123 -3.43364 0.262
```

=====

(4)
Molecular formula: C23H27O12P
Method: DFT, wB97M-V/def2-TZVPD

Properties
Frontier orbital gap in eV: 6.32
Net charge: 0
Structure (SMILES): O=C1C=C(O)C(=O)C=C1O.O=C1C=C(O)C(=O)C=C1O.O=C1C=C(O)C(=O)C=C1O.CCC[C@@H](C)[PH4]
Max |F| in eV Å⁻¹: 0.36
DFT total energy in eV: -58143.6718

Geometry as XYZ:
```
63
Properties=species:S:1:pos:R:3:nbo_charge:R:1
C 3.89649 0.57964 4.49902 -0.612
C 3.06105 1.48690 3.59852 -0.397
C 2.61114 0.80677 2.30258 -0.405
C 3.70525 0.65870 1.24471 -0.550
C 3.37972 -0.45885 0.25126 -0.615
P 4.03158 2.34321 0.32623 0.636
H 4.85674 0.31605 4.04504 0.205
H 4.11396 1.05949 5.45858 0.211
H 3.37092 -0.35913 4.70966 0.200
H 2.17958 1.83124 4.15166 0.199
H 3.63836 2.39081 3.36417 0.194
H 1.77424 1.37339 1.86122 0.197
H 2.20119 -0.18324 2.55037 0.202
H 4.65556 0.42464 1.74823 0.193
H 3.80982 -0.28975 -0.74437 0.206
H 3.73999 -1.43443 0.59417 0.211
H 2.29633 -0.54163 0.10284 0.203
H 5.41747 2.28429 0.64559 -0.041
H 3.56393 1.79838 -0.89915 -0.010
H 3.08213 3.00417 1.16500 -0.048
H 4.27716 3.62196 -0.35171 -0.179
C -0.00160 0.09760 -5.59421 -0.408
C 1.02742 0.47961 -4.82192 0.345
C 0.96878 0.45137 -3.30107 0.476
O 1.98423 0.82175 -2.73271 -0.560
C -0.23066 0.00166 -2.65228 -0.411
C -1.26767 -0.38727 -3.41737 0.354
C -1.20863 -0.35115 -4.94817 0.480
O -2.21413 -0.71150 -5.53897 -0.562
O -2.40419 -0.82236 -2.91986 -0.626
O 2.18604 0.91514 -5.28132 -0.623
H 0.03541 0.11952 -6.67396 0.247
H -0.26219 -0.01744 -1.57222 0.246
H -3.01080 -1.07933 -3.65123 0.526
H 2.72773 1.11222 -4.48717 0.511
C -4.65814 -4.03335 -7.40511 -0.407
C -4.72519 -2.97203 -6.58316 0.353
C -4.67107 -3.11062 -5.06390 0.488
O -4.79846 -2.07038 -4.43437 -0.584
C -4.52622 -4.41178 -4.47632 -0.415
C -4.44818 -5.46939 -5.30158 0.355
C -4.51214 -5.33841 -6.82029 0.473
O -4.42688 -6.38770 -7.43533 -0.547
O -4.31819 -6.71805 -4.90301 -0.619
O -4.84851 -1.72458 -6.99263 -0.615
H -4.69640 -3.94342 -8.48105 0.248
H -4.49309 -4.50146 -3.39982 0.248
H -4.28781 -7.25487 -5.72519 0.511
H -4.77267 -1.16252 -6.19261 0.516
C -1.64493 3.61460 7.55430 -0.406
C -1.92640 2.35819 7.17509 0.344
C -0.85055 1.36317 6.75596 0.475
O -1.25342 0.25678 6.44035 -0.546
C 0.52834 1.77953 6.75903 -0.409
C 0.81021 3.03648 7.13532 0.345
C -0.26514 4.02937 7.55960 0.475
O 0.13870 5.13381 7.88096 -0.546
O 2.02737 3.54772 7.18036 -0.624
O -3.14361 1.84756 7.12305 -0.623
H -2.40464 4.32256 7.85308 0.247
H 1.28882 1.07262 6.45728 0.248
H 1.91504 4.47153 7.49093 0.511
H -3.02918 0.92222 6.81788 0.510
```

=====

(5)
Molecular formula: C23H27Si
Method: DFT, wB97M-V/def2-TZVPD

Properties
Frontier orbital gap in eV: 5.33
Net charge: +1
Max |F| in eV Å⁻¹: 1.97
DFT total energy in eV: -32158.8426

Geometry as XYZ:
```
51
Properties=species:S:1:pos:R:3:nbo_charge:R:1
C -0.32534 -4.57144 -4.83830 -0.635
C 0.35178 -3.56455 -3.95600 -0.019
C 1.02560 -3.92150 -2.77224 -0.204
C 1.69651 -2.95328 -1.99186 -0.216
C 1.58678 -1.55458 -2.26210 -0.011
C 2.31010 -0.60720 -1.25567 -0.448
C 2.27879 0.92120 -1.16242 -0.037
C 2.84498 1.47083 0.01258 -0.206
C 2.79667 2.84496 0.34007 -0.218
C 2.21572 3.75034 -0.57262 -0.012
C 2.24659 5.26007 -0.36380 -0.636
C 1.48407 3.21807 -1.64117 -0.233
C 1.51169 1.82441 -1.92787 -0.156
C 0.71758 -1.19189 -3.31775 -0.222
C 0.10318 -2.19489 -4.11815 -0.204
H -0.86682 -4.08096 -5.64878 0.221
H 0.43417 -5.21604 -5.28431 0.229
H -1.02057 -5.25193 -4.32860 0.220
H 0.95648 -4.96714 -2.44437 0.214
H 2.30399 -3.27705 -1.13133 0.210
H 3.31794 -0.99819 -0.99732 0.238
H 3.26477 0.80474 0.76604 0.204
H 3.17462 3.24239 1.28422 0.215
H 1.73647 5.76531 -1.20019 0.220
H 1.83003 5.62141 0.59704 0.220
H 3.29988 5.56909 -0.37965 0.228
H 0.88133 3.92039 -2.22315 0.215
H 0.85443 1.48295 -2.72546 0.195
H 0.52363 -0.13225 -3.51835 0.208
H -0.65559 -1.90984 -4.85495 0.212
C -3.45868 -0.33380 0.54565 -1.202
Si -2.53943 -0.94422 2.06519 2.010
C -2.35715 -2.76995 2.41573 -1.201
H 1.73542 -0.82683 -0.37396 0.210
C -2.01788 0.32811 3.31315 -0.614
C -2.97844 0.64171 4.30766 -0.191
C -2.66579 1.57726 5.31151 -0.195
C -1.39415 2.19212 5.30329 -0.158
C -0.44727 1.89860 4.30029 -0.195
C -0.75630 0.98169 3.29502 -0.177
H -3.09705 0.66597 0.19536 0.298
H -3.32261 -1.04691 -0.29924 0.285
H -4.52286 -0.26848 0.85787 0.293
H -1.44744 -3.01876 2.98975 0.296
H -3.24830 -3.04877 2.99514 0.294
H -2.30969 -3.32943 1.46256 0.286
H -3.96675 0.14749 4.28464 0.216
H -3.40896 1.81116 6.07890 0.242
H -1.14742 2.91312 6.09679 0.241
H 0.53175 2.38733 4.29994 0.242
H -0.06044 0.73917 2.47123 0.228
```

=====

(6)
Molecular formula: C23H28BaN4S3
Method: DFT, wB97M-V/def2-TZVPD

Properties
Frontier orbital gap in eV: 7.58
Net charge: 0
Max |F| in eV Å⁻¹: 1.77
DFT total energy in eV: -63467.5595

Geometry as XYZ:
```
59
Properties=species:S:1:pos:R:3:mulliken_charge:R:1
Ba 1.23427 -0.11432 -0.36881 1.517
C 1.40753 5.17973 -2.92920 -2.106
C -0.05956 5.48207 -3.24575 2.089
C -0.42894 6.81344 -2.57248 -1.613
C -0.20506 5.60468 -4.77043 -1.609
C -1.00078 4.39199 -2.73923 0.438
C -2.38298 4.53151 -2.94477 -0.514
C -3.29284 3.58738 -2.51204 -1.254
C -2.81662 2.46839 -1.84255 1.069
S -3.67351 1.12912 -1.15126 -0.399
C -2.14599 0.44138 -0.60843 0.689
N -1.10526 1.15515 -0.93028 -0.365
C -1.44443 2.30261 -1.62016 -1.611
C -0.54301 3.26521 -2.07782 0.202
C -2.09998 -0.81303 0.13878 1.071
C -3.29305 -1.51562 0.36739 -0.692
C -3.27764 -2.71499 1.04887 -0.957
C -2.06615 -3.21144 1.51342 -0.461
C -0.89472 -2.49695 1.29700 0.253
C -0.85569 -1.28225 0.60756 -1.179
H 2.03104 5.99232 -3.30342 0.446
H 1.73781 4.25726 -3.41098 0.403
H 1.57511 5.09976 -1.85323 0.403
H 0.30128 7.58215 -2.83320 0.439
H -0.43712 6.69971 -1.48709 0.381
H -1.41370 7.16210 -2.88479 0.341
H 0.53997 6.29861 -5.16484 0.441
H -1.19268 5.97207 -5.05115 0.339
H -0.05623 4.63334 -5.24496 0.384
H -2.76097 5.40545 -3.45992 0.358
H -4.35182 3.71716 -2.69301 0.390
H 0.51098 3.09527 -1.90093 0.418
H -4.23197 -1.11529 -0.00268 0.317
H -4.19778 -3.26097 1.21299 0.373
H -2.04002 -4.16097 2.03945 0.371
H 0.03576 -2.91007 1.67636 0.345
C 2.22504 -6.22957 2.54038 -1.389
C 1.47405 -4.98701 2.07074 -0.509
N 2.37451 -3.92597 1.64220 0.167
C 2.63957 -2.76564 2.21490 0.142
S 3.47881 -1.55665 1.34443 -0.467
N 2.26828 -2.47961 3.47579 -0.027
C 1.95657 -3.33789 4.61202 -0.065
C 0.62251 -2.95572 5.24346 -1.048
H 1.51759 -6.99222 2.86811 0.379
H 2.89836 -5.99549 3.36641 0.263
H 2.82003 -6.63708 1.72324 0.382
H 0.80276 -4.62015 2.84703 0.235
H 0.86590 -5.23781 1.20070 0.545
H 2.64630 -3.99130 0.66255 -0.090
H 2.49924 -1.53109 3.72026 0.239
H 2.75530 -3.22537 5.35025 0.435
H 1.95019 -4.37940 4.30348 -0.103
H 0.61078 -1.89058 5.47889 0.333
H 0.46786 -3.51108 6.16905 0.362
H -0.20538 -3.16006 4.56419 0.188
S 2.53243 -4.47846 -1.85320 -0.482
C 2.02735 -2.95116 -1.89923 0.478
N 1.66671 -1.83267 -1.94408 -0.684
```